This record from the Open Molecules 2025 dataset describes 2 unconnected molecules or ions with the total composition C2H8NO2 at a distorted geometry. The level of theory is the ωB97M-V functional and the def2-TZVPD basis.

The geometry in XYZ format:
```
13
Properties=species:S:1:pos:R:3:forces:R:3
C -1.167 0.412 1.799 -2.928 0.495 1.154
O -1.273 0.934 0.505 0.379 0.058 0.128
H -1.555 -0.649 1.900 1.461 0.599 -0.409
H -0.217 0.683 2.283 -0.018 -0.742 -0.006
H -2.009 0.869 2.505 1.468 -0.013 -1.281
N 1.717 0.439 -0.881 1.013 0.432 -0.687
C 0.980 -0.903 -1.031 0.569 0.549 -0.389
O -0.258 -1.050 -0.544 0.317 0.920 -0.357
H 1.967 0.986 -1.713 -0.312 -1.052 -0.215
H 1.201 1.118 -0.406 -1.341 0.886 1.527
H 1.003 -0.981 -2.166 0.448 -0.954 0.754
H 1.694 -1.492 -0.409 -0.110 -0.751 -1.074
H -0.731 0.270 -0.126 -0.944 -0.426 0.854
```
Positions in Å, forces in eV/Å.

Computed properties:
* energy: -7787.78281 eV
* net charge: -1
* relative energy (zero: lowest compared OMol25 entry of this formula, charge and spin): 32.3 kcal per mole
* frontier orbital gap: 7.758 eV